(1)
14
Properties=species:S:1:pos:R:3:forces:R:3:nbo_charge:R:1 method="wB97M-V/def2-TZVPD" smiles="C=C(C#N)C#N.FC(F)(F)S" orbital_gap_ha=0.3456 homo_ev=-10.49 largest_force_ev_per_a=5.060 lumo_ev=-1.09 energy_ha=-999.53847
C 0.63933 0.31866 1.43310 1.490 -1.559 -4.577 -0.173
C 0.94534 1.19501 0.44605 -0.778 0.499 1.914 -0.278
C 0.49566 2.49195 0.87439 1.340 -0.669 -1.257 0.247
N 0.16676 3.52816 1.19376 -0.778 1.815 0.683 -0.274
C 1.28381 1.08131 -0.93802 -0.166 -0.929 -1.565 0.251
N 1.35151 0.96952 -2.09346 0.153 0.265 1.704 -0.235
H 0.21886 0.71746 2.25243 -1.178 1.031 3.034 0.212
H 0.57861 -0.73811 1.23674 0.673 -0.180 0.394 0.226
F -0.99636 -3.17884 -0.11896 -0.934 0.472 -0.679 -0.325
C -0.85512 -2.02799 -0.82121 0.763 0.147 1.011 0.881
F -1.28495 -2.08201 -2.05644 -0.637 -0.729 -0.462 -0.300
F 0.49694 -1.94561 -0.94214 -0.465 1.087 0.535 -0.332
S -1.85026 -0.68995 0.08081 1.287 -0.230 -1.055 -0.057
H -1.19014 0.36045 -0.54706 -0.769 -1.021 0.321 0.159

(2)
16
Properties=species:S:1:pos:R:3:forces:R:3:nbo_charge:R:1 method="wB97M-V/def2-TZVPD" smiles="CC(=S)N=C(C(F)(F)F)C(F)(F)F" orbital_gap_ha=0.3062 homo_ev=-9.00 largest_force_ev_per_a=2.746 lumo_ev=-0.67 energy_ha=-1244.42931
C -2.75414 0.10020 -0.22944 0.096 -0.515 -2.696 -0.664
C -1.41491 0.33385 -0.86324 -1.108 0.142 0.440 0.072
S -1.11343 1.00341 -2.28081 -0.023 1.229 -1.676 -0.023
N -0.37611 -0.25055 -0.30551 1.991 -0.713 1.367 -0.318
C 0.73427 -0.22698 0.26177 -0.062 0.393 -0.049 0.142
C 1.35510 0.92511 1.08878 -0.070 0.341 1.465 0.939
F 1.80027 1.86549 0.25901 -0.504 0.189 0.376 -0.289
F 0.48236 1.45554 2.03148 0.933 -0.582 -1.768 -0.321
F 2.43372 0.49716 1.80483 -0.939 0.165 -0.605 -0.313
C 1.79198 -1.24613 -0.19151 -0.851 0.295 -0.565 0.944
F 2.43241 -1.86404 0.76220 1.043 -0.001 0.979 -0.292
F 1.21165 -2.19266 -0.89022 -0.436 -0.509 -1.016 -0.299
F 2.63832 -0.55307 -0.99686 -0.017 -0.510 0.558 -0.311
H -2.56080 -0.12999 0.76027 -0.353 -1.090 2.000 0.222
H -3.24903 -0.64941 -0.90653 0.443 0.110 1.258 0.259
H -3.41164 0.93208 -0.30422 -0.141 1.056 -0.069 0.252